(1)
C15H30AlBr6ClFKN2O9S as an isolated structure in a non-equilibrium geometry. Source: the OMol25 dataset; level of theory: ωB97M-V/def2-TZVPD.

Computed properties:
Gap between HOMO and LUMO, eV: 3.236
LUMO level, eV: -8.83
Charge: +2

Element x y z (Å)
C  0.95147  1.13726  2.46259
O  2.16914  1.82908  2.72818
C  2.68497  2.57272  1.66040
C  1.67040  3.32659  0.82515
C  0.89807  4.37100  1.65381
C  -0.62221  4.38929  1.42032
C  -1.34924  4.25803  2.71748
O  -2.80221  4.52253  2.59700
S  -3.69850  3.18165  2.72030
O  -3.15050  2.18644  1.91514
O  -5.23510  3.59859  1.87502
N  -5.83873  2.44286  1.31634
C  -5.73219  2.38903  0.06839
O  -5.44324  2.04903  -0.95180
H  0.90834  0.28279  3.10775
H  0.12016  1.77310  2.69315
H  0.87481  0.76420  1.45422
H  3.34440  1.98387  1.02274
H  3.32651  3.32719  2.10439
H  1.01575  2.69234  0.25234
H  2.23859  3.89213  0.09910
H  1.27237  5.34098  1.37582
H  1.13964  4.25882  2.69947
H  -0.92985  3.67015  0.68562
H  -0.89978  5.35651  1.02460
H  -1.15929  3.31121  3.19473
H  -0.99603  5.03695  3.36830
K  -5.30123  4.52427  -0.30381
C  -0.16201  -1.33301  -1.49291
C  0.94593  -1.54095  -0.58249
N  1.82317  -1.70548  0.13762
H  -1.12991  -1.32495  -0.94698
H  -0.06990  -0.38416  -2.00860
H  -0.21048  -2.11918  -2.24780
C  -2.56354  -5.75008  -4.68558
O  -1.63054  -6.38362  -3.80816
C  -0.57228  -5.64466  -3.49645
O  -0.35493  -4.51964  -3.88385
O  0.20213  -6.34947  -2.68082
C  1.39139  -5.67169  -2.27053
H  -3.36622  -6.46102  -4.85161
H  -2.97138  -4.85077  -4.22835
H  -2.09489  -5.51150  -5.63773
H  1.14679  -4.76037  -1.72744
H  2.01713  -5.44529  -3.13250
H  1.93017  -6.33819  -1.61311
Br  -2.58996  2.51702  -1.12038
O  -4.59516  4.32216  -4.85373
H  -4.71836  4.19185  -5.81982
H  -4.00205  3.63303  -4.46513
H  -5.45637  4.35851  -4.38800
Br  2.87745  -5.53854  0.82970
C  1.34669  -4.72992  1.72079
C  0.79863  -5.62467  2.79739
Br  -0.23128  -7.09033  2.04398
H  0.61776  -4.50374  0.95032
H  1.72076  -3.80143  2.14433
H  0.10321  -5.07602  3.42774
H  1.57437  -6.06638  3.41264
F  -2.28410  -0.02125  1.70759
C  6.99622  1.78582  1.82817
Br  6.77227  3.14663  0.42378
Br  5.46784  0.67870  1.97424
Br  8.61899  0.80174  1.52604
H  7.11363  2.32874  2.75588
Al  8.59166  2.97883  -1.25245
Cl  -2.67962  -0.56862  -2.03163

Results of the Löwdin charge analysis, in e, for atoms 1 through 5:
1 C -0.06
2 O -0.18
3 C -0.31
4 C -0.17
5 C -0.16


(2)
C15H30F3GeNOSSi3W as an isolated structure in a non-equilibrium geometry. Source: the OMol25 dataset; level of theory: ωB97M-V/def2-TZVPD.

Computed properties:
Gap between HOMO and LUMO (alpha / beta), eV: 7.005 / 6.009
LUMO level (alpha / beta), eV: -3.86 / -5.85
Relative energy (zero: lowest compared OMol25 entry of this formula, charge and spin), kcal/mol: 1.4
2S+1: 4
Charge: +1

Element x y z (Å)
W  0.00728  0.10922  0.12341
F  4.67919  -0.06524  4.40718
C  3.43454  -0.00734  3.96785
F  2.74502  -0.99817  4.53295
F  2.89854  1.14348  4.37117
C  3.37487  -0.11623  2.45296
C  4.50723  -0.26970  1.69277
C  4.42025  -0.39048  0.30360
C  3.18795  -0.33938  -0.28612
N  2.08262  -0.16606  0.46227
C  2.13184  -0.06933  1.81319
S  0.52330  0.03093  2.52291
H  5.47095  -0.30778  2.18163
H  5.30392  -0.51799  -0.30276
H  3.04798  -0.41197  -1.35497
O  0.09598  1.74330  -0.28893
C  -5.05444  -2.02183  1.21865
Si  -3.18437  -1.92508  1.33377
C  -2.38365  -3.40925  0.51317
C  -2.64673  -1.83934  3.12155
Ge  -2.65648  0.10990  0.08571
Si  -3.46592  2.13711  1.13080
C  -5.34160  2.04719  1.06382
C  -2.85947  3.63698  0.19641
C  -2.87428  2.20990  2.90621
Si  -3.11820  -0.00314  -2.29513
C  -4.98465  -0.11891  -2.46191
C  -2.30060  -1.51426  -3.04689
C  -2.46924  1.53965  -3.13210
H  -5.35272  -2.93080  1.74627
H  -5.41694  -2.09013  0.19437
H  -5.54719  -1.17603  1.69459
H  -2.64803  -4.30940  1.07135
H  -1.29474  -3.33816  0.50763
H  -2.71146  -3.54837  -0.51612
H  -2.93945  -2.76960  3.61291
H  -3.11705  -1.01837  3.66163
H  -1.56763  -1.73819  3.22843
H  -5.72079  2.00877  0.04343
H  -5.73652  2.95050  1.53284
H  -5.74382  1.19015  1.60217
H  -3.22712  3.66816  -0.82826
H  -1.77194  3.69265  0.16710
H  -3.23251  4.52561  0.70950
H  -3.24637  1.38161  3.50845
H  -3.23700  3.13581  3.35650
H  -1.78577  2.21486  2.97170
H  -5.39572  -1.01141  -1.99241
H  -5.21710  -0.16372  -3.52796
H  -5.49522  0.74652  -2.04219
H  -2.67087  -2.44787  -2.62444
H  -1.21847  -1.49455  -2.91623
H  -2.50579  -1.53313  -4.11889
H  -2.95160  2.44534  -2.76744
H  -2.66335  1.46666  -4.20380
H  -1.39508  1.66101  -2.99332

Results of the Löwdin charge analysis, in e, for atoms 1 through 5:
1 W 1.08
2 F 0.18
3 C -0.63
4 F 0.15
5 F 0.16


- Which of these has the highest charge?
  C15H30AlBr6ClFKN2O9S


Repeat the second record exactly.
C15H30F3GeNOSSi3W as an isolated structure in a non-equilibrium geometry. Source: the OMol25 dataset; level of theory: ωB97M-V/def2-TZVPD.

Computed properties:
Gap between HOMO and LUMO (alpha / beta), eV: 7.005 / 6.009
LUMO level (alpha / beta), eV: -3.86 / -5.85
Relative energy (zero: lowest compared OMol25 entry of this formula, charge and spin), kcal/mol: 1.4
2S+1: 4
Charge: +1

Element x y z (Å)
W  0.00728  0.10922  0.12341
F  4.67919  -0.06524  4.40718
C  3.43454  -0.00734  3.96785
F  2.74502  -0.99817  4.53295
F  2.89854  1.14348  4.37117
C  3.37487  -0.11623  2.45296
C  4.50723  -0.26970  1.69277
C  4.42025  -0.39048  0.30360
C  3.18795  -0.33938  -0.28612
N  2.08262  -0.16606  0.46227
C  2.13184  -0.06933  1.81319
S  0.52330  0.03093  2.52291
H  5.47095  -0.30778  2.18163
H  5.30392  -0.51799  -0.30276
H  3.04798  -0.41197  -1.35497
O  0.09598  1.74330  -0.28893
C  -5.05444  -2.02183  1.21865
Si  -3.18437  -1.92508  1.33377
C  -2.38365  -3.40925  0.51317
C  -2.64673  -1.83934  3.12155
Ge  -2.65648  0.10990  0.08571
Si  -3.46592  2.13711  1.13080
C  -5.34160  2.04719  1.06382
C  -2.85947  3.63698  0.19641
C  -2.87428  2.20990  2.90621
Si  -3.11820  -0.00314  -2.29513
C  -4.98465  -0.11891  -2.46191
C  -2.30060  -1.51426  -3.04689
C  -2.46924  1.53965  -3.13210
H  -5.35272  -2.93080  1.74627
H  -5.41694  -2.09013  0.19437
H  -5.54719  -1.17603  1.69459
H  -2.64803  -4.30940  1.07135
H  -1.29474  -3.33816  0.50763
H  -2.71146  -3.54837  -0.51612
H  -2.93945  -2.76960  3.61291
H  -3.11705  -1.01837  3.66163
H  -1.56763  -1.73819  3.22843
H  -5.72079  2.00877  0.04343
H  -5.73652  2.95050  1.53284
H  -5.74382  1.19015  1.60217
H  -3.22712  3.66816  -0.82826
H  -1.77194  3.69265  0.16710
H  -3.23251  4.52561  0.70950
H  -3.24637  1.38161  3.50845
H  -3.23700  3.13581  3.35650
H  -1.78577  2.21486  2.97170
H  -5.39572  -1.01141  -1.99241
H  -5.21710  -0.16372  -3.52796
H  -5.49522  0.74652  -2.04219
H  -2.67087  -2.44787  -2.62444
H  -1.21847  -1.49455  -2.91623
H  -2.50579  -1.53313  -4.11889
H  -2.95160  2.44534  -2.76744
H  -2.66335  1.46666  -4.20380
H  -1.39508  1.66101  -2.99332

Results of the Löwdin charge analysis, in e, for atoms 1 through 5:
1 W 1.08
2 F 0.18
3 C -0.63
4 F 0.15
5 F 0.16


- Look up the charge of the second one.
  +1